#P
A 5-piece molecular cluster, H11O5 overall. Source: OMol25; level of theory: ωB97M-V/def2-TZVPD.

```
16
Properties=species:S:1:pos:R:3
O 3.398 0.560 -0.054
H 3.706 1.411 0.299
H 3.875 -0.116 0.442
O -0.210 -2.344 0.565
H -1.139 -2.545 0.363
H -0.287 -1.848 1.397
O -0.856 1.642 -0.018
H -1.117 2.368 -0.600
H -1.703 1.166 0.131
O -3.002 -0.059 -0.199
H -3.970 -0.014 -0.187
H -2.851 -0.118 -1.156
O 0.968 -0.048 -0.397
H 1.969 0.199 -0.150
H 0.880 -0.992 -0.144
H 0.339 0.737 -0.293
```

frontier orbital gap	12.785	eV
E_LUMO	-0.1157	hartree
total charge	+1

#Q
A 5-piece molecular cluster, H11O5 overall. Source: OMol25; level of theory: ωB97M-V/def2-TZVPD.

```
16
Properties=species:S:1:pos:R:3
O 0.716 -1.370 3.000
H 0.202 -1.572 3.784
H 1.439 -2.034 2.929
O -0.472 -1.442 -1.270
H -0.194 -2.347 -1.444
H -0.273 -0.982 -2.046
O 1.024 2.011 -0.125
H 0.835 2.674 -0.797
H 1.774 2.275 0.384
O -1.074 1.286 -2.596
H -1.240 1.597 -3.528
H -1.334 2.092 -2.089
O -0.593 -0.576 0.998
H -0.013 -0.801 1.897
H -0.741 -1.042 0.097
H -0.056 0.233 0.806
```

frontier orbital gap	11.813	eV
E_LUMO	-0.1162	hartree
total charge	+1

Most stable to least stable: #P, #Q

#P
A 5-piece molecular cluster, H11O5 overall. Source: OMol25; level of theory: ωB97M-V/def2-TZVPD.

```
16
Properties=species:S:1:pos:R:3
O -1.245 0.523 -3.124
H -0.481 0.973 -3.502
H -1.547 -0.122 -3.775
O 1.441 1.860 5.018
H 1.731 1.029 5.398
H 1.468 1.811 4.062
O -3.065 0.729 1.049
H -2.684 1.229 1.770
H -3.680 0.073 1.370
O 2.268 -1.789 -1.251
H 3.167 -1.752 -1.509
H 1.985 -2.551 -0.744
O 0.242 -0.422 -1.077
H -0.233 -0.169 -1.912
H 1.080 -0.947 -1.377
H -0.446 -0.475 -0.396
```

frontier orbital gap	9.945	eV
E_LUMO	-0.1357	hartree
total charge	+1

#Q
A 5-piece molecular cluster, H11O5 overall. Source: OMol25; level of theory: ωB97M-V/def2-TZVPD.

```
16
Properties=species:S:1:pos:R:3
O -0.207 2.849 0.704
H 0.270 3.336 0.022
H -0.579 3.518 1.289
O -1.337 -0.156 -2.410
H -0.554 -0.027 -2.955
H -2.008 -0.575 -2.956
O 0.598 -0.716 2.101
H 1.501 -0.670 2.434
H 0.069 -1.110 2.803
O 0.803 -2.452 -0.418
H 0.753 -2.717 0.502
H 1.542 -2.876 -0.859
O -0.097 0.444 -0.112
H -0.293 1.307 0.358
H -0.523 0.198 -0.963
H 0.062 -0.352 0.461
```

frontier orbital gap	12.117	eV
E_LUMO	-0.1084	hartree
total charge	+1

Most stable to least stable: #Q, #P

#P
A 5-piece molecular cluster, C3H16NO4 overall. Source: OMol25; level of theory: ωB97M-V/def2-TZVPD.

```
24
Properties=species:S:1:pos:R:3
C 0.301 -1.467 -3.014
C -0.232 -1.396 -1.614
C -0.861 -0.290 -1.257
N -1.132 0.061 0.184
H 1.375 -1.416 -3.067
H 0.028 -2.412 -3.505
H -0.129 -0.692 -3.652
H -0.074 -2.217 -0.946
H -1.048 0.631 -1.854
H -0.281 0.567 0.544
H -1.924 0.675 0.373
H -1.427 -0.778 0.695
H 4.186 -0.539 0.984
H 4.530 0.622 1.957
O 3.891 0.318 1.303
H -0.712 -3.086 1.995
H -0.591 -1.758 2.767
O -0.353 -2.194 1.940
H -3.110 3.839 -0.425
H -2.316 3.445 0.778
O -3.113 3.184 0.286
H 1.664 1.206 1.856
H 0.560 2.251 2.078
O 0.769 1.447 1.592
```

frontier orbital gap	10.975	eV
E_LUMO	-0.1061	hartree
total charge	+1

#Q
A 4-piece molecular cluster, C3H16NO4 overall. Source: OMol25; level of theory: ωB97M-V/def2-TZVPD.

```
24
Properties=species:S:1:pos:R:3
C 0.735 -1.440 0.498
C 2.142 -1.070 -0.099
C 2.145 0.275 -0.831
O 1.087 0.279 -1.702
N -0.481 -0.551 -0.052
H 0.599 -1.055 1.489
H 0.442 -2.434 0.150
H 2.790 -0.930 0.743
H 2.559 -1.894 -0.698
H 2.123 1.231 -0.249
H 3.057 0.294 -1.489
H 1.167 0.677 -2.596
H -1.428 -0.771 0.495
H -0.743 -0.846 -0.972
H -0.286 0.454 0.036
H -3.759 1.082 0.086
H -3.116 0.978 -1.374
O -2.969 0.762 -0.418
H -1.159 -0.421 2.332
H -1.200 -1.940 3.011
O -1.535 -1.267 2.454
H -0.324 2.659 0.443
H -1.187 3.310 -0.813
O -0.658 2.619 -0.443
```

frontier orbital gap	11.022	eV
E_LUMO	-0.1142	hartree
total charge	+1

#R
A 4-piece molecular cluster, C3H16NO4 overall. Source: OMol25; level of theory: ωB97M-V/def2-TZVPD.

```
24
Properties=species:S:1:pos:R:3
O -0.844 0.343 1.710
C -0.057 -0.752 1.749
C 1.271 -0.339 1.145
N 1.242 -0.295 -0.342
C 2.644 -0.209 -0.928
H -0.725 1.026 2.505
H -0.019 -1.142 2.825
H -0.729 -1.422 1.181
H 2.080 -1.046 1.594
H 1.567 0.714 1.458
H 0.838 0.541 -0.613
H 0.610 -1.092 -0.738
H 3.271 0.754 -0.732
H 2.540 -0.277 -1.973
H 3.179 -0.977 -0.573
H -1.349 -2.496 -1.176
H -1.597 -0.955 -1.322
O -0.991 -1.589 -1.052
H 0.052 2.315 -2.111
H -1.218 1.496 -1.274
O -0.178 1.872 -1.307
H -2.265 0.986 0.481
H -3.095 1.232 -0.645
O -2.360 0.649 -0.387
```

frontier orbital gap	11.598	eV
E_LUMO	-0.0984	hartree
total charge	+1

Most stable to least stable: #P, #R, #Q

#P
One molecule with the formula CH6N2S. Source: OMol25; level of theory: ωB97M-V/def2-TZVPD.

```
10
Properties=species:S:1:pos:R:3
C 0.717 -0.771 0.112
N 0.083 1.506 -0.061
N -0.340 0.302 -0.474
S -1.939 -0.396 0.243
H 1.531 -0.398 -0.483
H 0.624 -0.702 1.209
H 0.328 -1.585 -0.342
H -0.455 2.340 -0.392
H 0.144 1.551 0.918
H -2.874 0.267 -0.634
```

frontier orbital gap	9.629	eV
SMILES	CN(N)S
E_LUMO	0.0348	hartree
total charge	0

#Q
A 2-piece molecular cluster, CH6N2S overall. Source: OMol25; level of theory: ωB97M-V/def2-TZVPD.

```
10
Properties=species:S:1:pos:R:3
S 2.760 -2.818 3.269
H 1.933 -3.811 3.450
N -0.412 1.977 -0.073
C -0.350 1.289 -1.138
N -1.447 1.153 -1.978
H 1.913 -2.596 2.063
H -1.249 1.819 0.533
H 0.511 0.694 -1.453
H -2.403 0.992 -1.690
H -1.255 1.302 -2.982
```

frontier orbital gap	9.380	eV
SMILES	[H]/N=C\N.S
E_LUMO	0.0263	hartree
total charge	0

Most stable to least stable: #Q, #P